1.
Density functional theory data (wB97M-V/def2-TZVPD) for a 2-piece molecular cluster, C4H12N4O2 overall.

Each line ends with the natural charge from an NBO analysis.
Positions of all 22 atoms, in Å:
C 1.15883 0.86848 -1.30145  -0.428
N -0.15081 0.89994 -0.63567  -0.171
N -0.65371 2.21287 -0.80622  -0.653
C -2.29688 -0.14006 -0.68474  -0.085
N -1.12336 -0.14243 -1.20449  -0.311
H -1.06128 2.26442 -1.74256  0.333
H -1.37259 2.36211 -0.09541  0.362
H 1.64627 -0.08216 -1.08180  0.203
H 1.83495 1.63785 -0.91356  0.227
H 1.07332 0.98008 -2.38712  0.183
H -2.59205 0.44700 0.19708  0.184
H -3.06066 -0.81492 -1.09222  0.194
C 1.65460 -0.47899 1.74718  -0.716
N -0.29262 -1.65626 0.76179  -0.380
C 0.16492 -0.52111 1.48326  0.684
O 0.50955 -2.35056 -0.15277  -0.555
O -0.63964 -0.04921 2.31038  -0.642
H 0.23322 -1.93959 -0.99836  0.481
H -1.11139 -2.14006 1.11768  0.383
H 1.85105 -0.82163 2.76564  0.249
H 1.98801 0.55674 1.65227  0.230
H 2.24027 -1.09251 1.06109  0.229

## Properties
E = -14393.4617 eV
Max |F| = 4.53 eV/Å
E_LUMO = 0.86 eV
Molecular weight = 148.2 g/mol
ΔE to the lowest compared entry with this formula, charge and spin = 123.2 kcal/mol
Structure (SMILES) = C=NN(C)N.CC(=O)NO

=====

2.
Density functional theory data (wB97M-V/def2-TZVPD) for C4H22O11Pt as an isolated structure.

Each line ends with the natural charge from an NBO analysis.
Positions of all 38 atoms, in Å:
Pt 2.98674 -0.78550 0.11505  1.074
O 1.28194 -1.39301 1.27250  -0.918
C -0.09445 -1.17961 1.13898  -0.063
C -0.67453 -0.89080 -0.26966  -0.048
O -0.41318 -1.80855 -1.26931  -0.964
H -0.49353 -0.43717 1.85097  0.090
H -0.58195 -2.09863 1.49388  0.133
H -0.51796 0.15846 -0.58374  0.079
H -1.78192 -0.95611 -0.15652  0.081
O 2.21623 0.72977 -1.25298  -0.806
C 2.16797 1.88438 -0.44933  -0.110
C 3.36724 2.10119 0.44820  -0.083
O 3.72246 1.03205 1.27334  -0.875
H 1.16367 1.88623 0.00046  0.156
H 2.04763 2.78073 -1.08927  0.116
H 3.14739 2.95076 1.12138  0.135
H 4.27040 2.46832 -0.06723  0.115
O -1.72481 1.96875 1.85449  -0.975
H -2.08115 2.14336 0.96768  0.488
H -1.57339 1.01633 1.85572  0.469
O -3.50815 1.81787 -0.37496  -0.960
H -3.14053 1.48006 -1.20398  0.495
H -4.04546 1.09432 -0.03727  0.473
O -0.47339 1.83807 -2.88295  -0.957
H -0.44612 1.24755 -2.11472  0.493
H 0.18763 2.50875 -2.68872  0.460
O 0.62834 -3.45099 3.58499  -0.975
H 0.95458 -2.98270 2.79603  0.511
H 1.17263 -3.11048 4.30013  0.457
O -2.86494 -2.62636 -2.15279  -1.045
H -3.27225 -3.09581 -1.42243  0.454
H -1.92471 -2.44772 -1.84156  0.524
O 2.09137 0.57837 3.51673  -1.009
H 2.81927 0.56598 2.86057  0.508
H 1.46321 -0.06460 3.16151  0.480
O -1.79472 -1.32762 -4.65871  -0.950
H -2.32153 -1.82681 -5.28856  0.439
H -1.96007 -1.76885 -3.80789  0.506

## Properties
E = -30269.4814 eV
Max |F| = 3.26 eV/Å
E_LUMO (alpha / beta) = 4.65 / 4.69 eV
Molecular weight = 441.3 g/mol
2S+1 = 3
⟨S²⟩ = 2.0082
Total charge = -2

=====

Please write out number 1 again, unchanged.
Density functional theory data (wB97M-V/def2-TZVPD) for a 2-piece molecular cluster, C4H12N4O2 overall.

Each line ends with the natural charge from an NBO analysis.
Positions of all 22 atoms, in Å:
C 1.15883 0.86848 -1.30145  -0.428
N -0.15081 0.89994 -0.63567  -0.171
N -0.65371 2.21287 -0.80622  -0.653
C -2.29688 -0.14006 -0.68474  -0.085
N -1.12336 -0.14243 -1.20449  -0.311
H -1.06128 2.26442 -1.74256  0.333
H -1.37259 2.36211 -0.09541  0.362
H 1.64627 -0.08216 -1.08180  0.203
H 1.83495 1.63785 -0.91356  0.227
H 1.07332 0.98008 -2.38712  0.183
H -2.59205 0.44700 0.19708  0.184
H -3.06066 -0.81492 -1.09222  0.194
C 1.65460 -0.47899 1.74718  -0.716
N -0.29262 -1.65626 0.76179  -0.380
C 0.16492 -0.52111 1.48326  0.684
O 0.50955 -2.35056 -0.15277  -0.555
O -0.63964 -0.04921 2.31038  -0.642
H 0.23322 -1.93959 -0.99836  0.481
H -1.11139 -2.14006 1.11768  0.383
H 1.85105 -0.82163 2.76564  0.249
H 1.98801 0.55674 1.65227  0.230
H 2.24027 -1.09251 1.06109  0.229

## Properties
E = -14393.4617 eV
Max |F| = 4.53 eV/Å
E_LUMO = 0.86 eV
Molecular weight = 148.2 g/mol
ΔE to the lowest compared entry with this formula, charge and spin = 123.2 kcal/mol
Structure (SMILES) = C=NN(C)N.CC(=O)NO

=====

- Which of these has the lowest E?
  C4H22O11Pt

=====

- Among the records above, which one has the highest max |F|?
  C4H12N4O2

=====

- E of number 2 (C4H22O11Pt)?
  -30269.4814 eV